one | DFT (ωB97M-V/def2-TZVPD) results for C26H32MnN4O5S as an isolated structure.

* multiplicity: 2
* total charge: +2
* <S²>: 0.8340

Last column: natural (NBO) charge in e.
Element x y z (Å)
N 1.97474 0.91388 3.95120  -0.36
H -3.48748 2.47801 1.08960  0.23
C -5.90965 -2.58526 1.02292  -0.16
C 2.30538 -4.86698 -0.78793  -0.07
C -3.33436 3.20158 -0.92681  -0.19
C 2.16027 -2.55956 -1.36866  0.06
Mn 0.85834 -0.48123 0.23282  1.29
O 1.73966 -0.18504 1.99692  -0.68
H 3.16068 -3.70669 -5.00930  0.42
C -1.98330 0.82575 -1.47713  -0.26
C 2.48261 -3.85474 -1.72683  -0.16
H 0.77005 2.54518 4.55383  0.21
H 2.62051 0.76353 -3.39589  0.24
N 2.80153 -3.42641 -4.11048  -0.81
N 1.68183 -2.24501 -0.15334  -0.52
H 1.75859 3.19957 0.23391  0.22
C -3.85923 -1.89899 -0.02865  -0.22
C -3.62723 -1.06297 1.05942  -0.21
H 3.51117 2.23882 -3.82612  0.23
C -2.86885 2.94009 -2.20853  -0.19
H -1.85469 1.54845 -3.48920  0.23
H -3.86530 4.11995 -0.71881  0.24
C 1.93778 3.96359 -2.47063  -0.42
H 2.33005 -1.72297 -2.03537  0.21
H 1.86662 1.98403 -4.44650  0.22
H 2.03309 -2.78236 -4.08864  0.39
C 1.79634 -4.55231 0.45917  -0.24
H 2.52813 2.82152 4.67618  0.22
H 1.09699 2.90357 2.27799  0.22
H 0.14862 3.24880 -0.51702  0.23
C -5.66606 -1.74914 2.09895  -0.19
H 2.65098 4.30202 -3.21661  0.24
C 0.65375 1.91886 2.12600  -0.16
H 1.10936 -2.93072 1.70336  0.22
H -6.80756 -3.18777 1.00563  0.24
H -5.21099 -3.32537 -0.86837  0.24
S -2.19238 -0.04363 1.14121  1.25
H 3.15318 -0.80570 3.75245  0.24
C -2.45653 1.09905 -0.20258  -0.18
C -5.00828 -2.66503 -0.03666  -0.18
H 3.69640 0.35713 4.98233  0.23
C 2.53151 1.82447 -3.59773  -0.42
H -3.15078 -1.95409 -0.84406  0.23
C 1.51823 0.80771 2.72088  0.67
C 0.96323 2.58833 -0.20314  -0.16
C 1.72849 2.08754 4.78640  -0.42
O 1.48876 0.56895 -1.36733  -0.72
H 1.69488 1.76244 5.82373  0.24
C 1.51651 1.81982 -1.39853  0.69
C 2.83011 -0.12251 4.52978  -0.42
H 1.64319 -5.31030 1.21315  0.25
H -3.04288 3.65758 -2.99918  0.24
O -1.02860 -0.93937 0.69786  -1.02
C 1.49453 -3.23211 0.73665  0.08
H -0.32780 1.91367 2.60981  0.23
C -2.19506 1.75659 -2.48375  -0.19
H -1.46416 -0.10275 -1.68417  0.23
H -4.29683 -0.33396 2.96913  0.23
O 0.48724 1.63412 0.73797  -0.54
N 1.99608 2.50275 -2.41856  -0.35
C 3.09040 -4.23141 -3.05680  0.65
C -3.12448 2.27934 0.08883  -0.23
H 2.21932 4.40734 -1.51769  0.22
C -4.50821 -0.98138 2.12799  -0.21
H 2.27803 -0.66454 5.29695  0.22
H 2.58114 -5.87814 -1.05594  0.27
H -6.36671 -1.69973 2.92038  0.24
O 3.80717 -5.20069 -3.12930  -0.55
H 0.94197 4.30479 -2.75716  0.22

***

two | DFT (ωB97M-V/def2-TZVPD) results for C26H32MnN4O5S as an isolated structure.

* multiplicity: 2
* total charge: +2
* <S²>: 0.9762

Last column: natural (NBO) charge in e.
Element x y z (Å)
H 1.78599 0.31461 -1.96451  0.19
N -0.37803 -0.55216 4.51974  -0.36
O -1.60303 -1.30483 1.19828  -0.55
H 6.61753 2.42237 3.16731  0.24
O -1.37715 0.37909 -0.82351  -0.76
C -1.23494 -1.28411 5.43073  -0.43
H 6.32067 4.26630 -0.68055  0.24
O 2.80496 -5.51260 1.86019  -0.56
H -2.27298 -0.95355 5.36765  0.22
C 0.91251 -2.77381 -1.69604  0.05
C -2.54033 -0.01903 -0.59994  0.68
C 3.92301 0.07994 -1.78405  -0.18
H 0.04946 1.13579 5.66976  0.22
H 1.77180 -2.54582 1.44328  0.21
Mn 0.41206 -0.22566 0.23003  1.51
C 4.88841 1.43678 0.44903  -0.18
C 6.22583 2.44052 2.16331  -0.20
C 3.35735 -4.69168 1.17378  0.65
H -0.88716 -1.09898 6.44339  0.25
H 3.15825 -5.29071 -1.54809  0.25
C 1.78599 -2.91442 0.42022  0.05
C -3.36386 1.11593 -2.55463  -0.42
O 0.30496 -0.04732 2.42419  -0.72
H -3.90532 2.05045 -2.40246  0.23
C 5.18396 0.00640 -3.81279  -0.17
H 5.07277 -3.61120 0.73149  0.40
C 5.20502 2.46289 -0.42641  -0.23
C -2.82889 -0.83699 0.66191  -0.15
H 5.10076 0.62905 2.41964  0.22
C 2.79866 0.32400 -3.87372  -0.20
H 6.12636 -0.09062 -4.32823  0.24
H 4.80824 2.47375 -1.43040  0.23
C 5.14250 -0.05590 -2.43021  -0.24
N 4.62565 -4.27371 1.34075  -0.81
C 4.01511 0.21454 -4.52931  -0.18
C -1.56877 -1.52164 2.60307  -0.16
H 1.89611 0.49796 -4.43629  0.23
C 2.59745 -3.98498 0.06882  -0.14
H -5.29961 0.24719 -0.22746  0.22
N 0.96314 -2.30858 -0.44368  -0.53
N -3.55477 0.25511 -1.40323  -0.36
C 1.68576 -3.83597 -2.13487  -0.23
H 1.19918 0.79784 4.35778  0.24
H -3.47130 -1.69729 0.44209  0.22
H -4.98968 -1.26213 -1.11492  0.22
C 2.74472 0.24232 -2.49245  -0.23
C -0.46043 -0.64461 3.20328  0.67
H -5.54369 0.18283 -1.96826  0.25
H -1.34623 -2.58203 2.77341  0.23
H 1.60195 -4.17540 -3.15505  0.25
S 3.86794 -0.00464 0.02336  1.25
H 5.18289 -4.71857 2.05569  0.42
H 0.20330 -2.29238 -2.35778  0.21
C 2.54999 -4.45272 -1.24242  -0.10
H -1.19423 -2.35698 5.24356  0.22
H -2.53422 -1.28779 3.05950  0.22
O 2.42766 0.34840 0.33608  -1.06
C -4.91617 -0.17475 -1.15639  -0.43
C 6.05449 3.47205 0.00019  -0.18
C 0.58075 0.34895 5.13136  -0.42
H 4.05735 0.29189 -5.60386  0.24
H 7.25520 4.23070 1.60404  0.24
H -3.34459 -0.17924 1.37408  0.22
C 6.57280 3.45731 1.28546  -0.16
C 5.38169 1.42651 1.74699  -0.22
H -3.73728 0.63123 -3.45640  0.22
H -2.30543 1.33118 -2.67555  0.24
H 1.20817 -0.20056 5.83179  0.22
H 6.04874 -0.19802 -1.86101  0.24

***

The structure with the least stability is two.

***

one | DFT (ωB97M-V/def2-TZVPD) results for a 3-piece molecular cluster, C5H16N2S overall.

Last column: natural (NBO) charge in e.
Element x y z (Å)
C -1.80010 -1.27610 0.61170  -0.24
H -1.59912 0.71370 2.51714  0.34
H 0.66893 1.29028 -2.81837  0.21
C -1.31804 -1.21367 2.10404  -0.23
H -0.20792 0.44610 1.74321  0.36
H 2.00803 2.85089 -1.11858  0.24
S 0.37728 1.55359 0.08753  0.05
H -2.18826 -1.55743 2.71232  0.21
C 1.83670 1.76960 -0.96421  -0.57
H -0.46684 -1.91530 2.23944  0.17
H 2.87142 -0.67211 -1.91765  0.20
H -2.77859 -0.69356 0.59462  0.18
C 1.65541 1.06223 -2.34012  -0.41
H -1.06536 -0.83119 -0.12323  0.17
H 2.42248 1.46064 -3.03915  0.20
N -0.83724 0.05254 2.49320  -0.85
H 1.06196 -0.80699 -1.44972  0.21
H 2.74685 1.35066 -0.47758  0.23
H -2.71290 -2.72239 -0.59189  0.36
C 1.80209 -0.47218 -2.19423  -0.62
H 1.66208 -0.95774 -3.18162  0.22
H -1.31678 -3.24057 0.14897  0.35
N -2.17725 -2.64700 0.28909  -0.85
H 0.90272 -0.63055 0.58255  0.06

***

two | DFT (ωB97M-V/def2-TZVPD) results for a 3-piece molecular cluster, C5H16N2S overall.

Last column: natural (NBO) charge in e.
Element x y z (Å)
H 1.14934 -0.13225 -2.89750  0.37
S -1.52516 -0.31788 -0.14363  0.00
C -0.80595 -1.28277 2.72020  -0.66
H -2.09256 -2.62985 0.38242  0.23
H -0.51754 -2.48021 -0.57746  0.22
H -0.65327 1.71032 0.11287  0.36
H 2.83713 0.36916 -2.50124  0.37
H 0.30683 0.40925 1.16679  0.06
H -1.26485 -0.34249 2.22402  0.24
C -0.25715 -2.13027 1.55039  -0.39
H -0.05111 -0.96932 3.43797  0.21
H -1.35165 3.08181 -0.56501  0.36
H 2.17042 1.71430 -0.75624  0.19
C 1.36607 1.21645 -1.28453  -0.23
C -1.13841 -2.07538 0.23300  -0.55
H -0.23900 -3.20326 1.83633  0.21
H 0.65331 3.10888 -2.06745  0.19
N -0.41756 2.61915 -0.34697  -0.84
H 1.04893 0.39203 -0.59002  0.17
N 1.80868 0.64989 -2.53094  -0.86
H -1.52055 -1.93129 3.25192  0.21
H -0.48136 1.78002 -2.28326  0.17
H 0.74949 -1.76449 1.21471  0.21
C 0.22592 2.20819 -1.58638  -0.22

***

The structure with the least stability is two.

***

one | DFT (ωB97M-V/def2-TZVPD) results for an isolated molecule of C5H6OS.

* SMILES: C1=C[C@@H]2O[C@@H]2CS1

Last column: natural (NBO) charge in e.
Element x y z (Å)
H 0.50422 -2.36302 0.23236  0.24
H -0.79511 2.58523 -0.33397  0.22
O -1.57004 -0.39750 0.88474  -0.48
C -1.48344 0.50440 -0.25216  0.02
C 0.37594 -1.41074 -0.32731  -0.58
H 0.62966 -1.66915 -1.37490  0.22
C -1.09592 -0.91185 -0.34096  0.06
H 1.59787 2.14065 -0.05810  0.23
S 1.61908 -0.21816 0.17758  0.25
H -2.47053 0.80137 -0.60256  0.20
C 0.82738 1.36597 -0.05216  -0.30
H -1.81047 -1.49215 -0.90186  0.19
C -0.45739 1.56348 -0.17407  -0.28

***

two | DFT (ωB97M-V/def2-TZVPD) results for C5H6OS as an isolated structure.

Last column: natural (NBO) charge in e.
Element x y z (Å)
S -3.33001 -0.68359 -0.04794  -0.13
H -1.73897 1.94111 -0.61605  0.27
H 1.00541 1.90727 -0.41131  0.25
C -1.68307 -0.27506 -0.00733  0.29
H -1.38528 1.40008 1.23484  0.27
O -0.62529 -1.02215 0.03175  -0.47
C -1.22553 1.15277 0.11314  -0.54
H 2.44673 -1.29632 1.21592  0.27
H 1.27699 -2.37261 -0.52786  0.27
H 2.52755 -0.29783 -0.88805  0.26
C 1.80746 -1.13297 -0.00690  -0.67
C 0.59295 -0.30410 0.01914  0.19
C 0.33108 0.98339 -0.10933  -0.25

***

The structure with the least stability is two.